{"formula": "C2H9NO2", "method": "ωB97M-V/def2-TZVPD", "symbols": ["C", "O", "H", "H", "N", "H", "H", "H", "C", "O", "H", "H", "H", "H"], "coordinates": [[0.25135, -0.56746, -2.28947], [-2.07128, 4.33685, 4.18905], [2.03482, -1.08936, -1.54347], [0.44291, -0.51639, -3.35758], [1.13600, -1.39030, -1.43714], [0.20314, 0.47659, -1.87547], [-2.23503, 3.70273, 3.46297], [1.49021, -2.53572, 0.41197], [0.68829, -1.99354, -0.18305], [0.31295, -1.10431, 0.94833], [-0.14340, -2.67649, -0.42878], [0.03082, -0.31764, 0.54935], [-0.75797, -1.04153, -2.01719], [-1.38282, 4.71655, 3.57048]], "atomic_forces_ev_per_a": [[-2.050, -0.452, 3.221], [1.540, -0.046, -2.854], [2.892, 0.591, 0.526], [0.257, -0.525, 0.106], [-2.212, -0.947, 0.042], [-0.034, -0.591, -0.620], [-1.176, -0.675, 1.038], [-0.602, 0.147, -1.810], [1.024, 0.269, 0.804], [0.543, -1.784, -0.691], [0.131, 0.421, 0.273], [-0.859, 1.934, -0.671], [0.911, 0.937, -1.186], [-0.365, 0.721, 1.821]], "mulliken_charge": [-0.68, -0.62, 0.19, 0.28, -0.27, 0.24, 0.31, 0.25, -0.27, -0.51, 0.25, 0.29, 0.26, 0.31], "lumo_ev": 0.57, "charge": 0, "e_tot_ev": -7803.3743, "e_above_lowest_ev": 1.352, "homo_lumo_gap_ev": 9.794, "smiles": "CNCO.O"}